{
  "formula": "C17H28NO2P2SeTi",
  "method": "the ωB97M-V functional and the def2-TZVPD basis",
  "charge": 3,
  "homo_lumo_gap_ev": [5.64, 5.61],
  "relative_energy_kj_mol": 277.2,
  "e_tot_ev": -130678.2411,
  "symbols": ["Ti", "P", "C", "C", "N", "C", "C", "C", "C", "C", "P", "H", "H", "H", "H", "H", "H", "H", "H", "O", "H", "H", "O", "H", "C", "H", "H", "H", "C", "H", "H", "H", "C", "H", "H", "H", "C", "H", "H", "H", "Se", "C", "C", "C", "C", "C", "C", "H", "H", "H", "H", "H"],
  "xyz": [[0.3681, 0.6245, -1.1117], [-2.2228, 1.2060, -0.9071], [-1.6578, 2.8267, -0.5084], [-0.5370, 3.0178, 0.3229], [0.3906, 1.9838, 0.4655], [1.2401, 2.0139, 1.5130], [1.3401, 3.0974, 2.3722], [0.5857, 4.2344, 2.0907], [-0.2825, 4.2240, 1.0147], [2.1287, 0.8330, 1.7597], [2.1962, -0.4305, 0.4032], [-0.8128, 5.1182, 0.6774], [2.0492, 3.0303, 3.2018], [0.7508, 5.1272, 2.6849], [3.1672, 1.1825, 1.9019], [1.8152, 0.2989, 2.6787], [1.6314, 1.8772, -4.1528], [-2.0300, 3.6869, -1.0761], [4.7964, -2.1627, -3.4990], [1.4503, 1.6310, -3.2338], [2.1772, 0.9913, -3.1164], [-1.1070, -0.0134, -0.8432], [4.0829, -1.5667, -3.2973], [3.2645, -2.0877, -3.3776], [3.9128, -0.2566, -0.1854], [4.5881, -0.7345, 0.5433], [4.0276, -0.7256, -1.1751], [4.1612, 0.8124, -0.2488], [2.3483, -1.9648, 1.3886], [2.2969, -2.8353, 0.7239], [3.3182, -1.9800, 1.9111], [1.5436, -2.0441, 2.1302], [-3.2471, 0.7341, 0.5223], [-4.2569, 1.1653, 0.4344], [-3.3082, -0.3583, 0.6059], [-2.7677, 1.1330, 1.4281], [-3.1183, 1.0909, -2.4696], [-3.4636, 0.0620, -2.6129], [-3.9810, 1.7642, -2.5208], [-2.4468, 1.3348, -3.2997], [0.3637, -1.8291, -1.2902], [-1.0435, -2.7389, -0.2052], [-0.7612, -3.5598, 0.8967], [-1.7941, -3.9271, 1.7707], [-3.1172, -3.5863, 1.4773], [-3.4060, -2.8863, 0.3028], [-2.3748, -2.5219, -0.5647], [0.2596, -3.8825, 1.0960], [-1.5691, -4.4929, 2.6766], [-3.9219, -3.8487, 2.1613], [-4.4365, -2.6400, 0.0512], [-2.5904, -2.0280, -1.5114]]
}


{
  "formula": "C6H12O",
  "method": "the ωB97M-V functional and the def2-TZVPD basis",
  "homo_lumo_gap_ev": 10.38,
  "relative_energy_kj_mol": 107.7,
  "e_tot_ev": -8463.2372,
  "symbols": ["C", "C", "C", "C", "C", "C", "O", "H", "H", "H", "H", "H", "H", "H", "H", "H", "H", "H", "H"],
  "xyz": [[1.5574, 1.1136, 0.2322], [0.7116, -0.1598, 0.1786], [1.4785, -1.3103, -0.4760], [-0.5947, 0.0756, -0.5540], [-1.7579, -0.8509, -0.2811], [-1.8149, 0.5676, 0.1771], [-1.7740, 0.7716, 1.5604], [1.0224, 1.9201, 0.7464], [2.4991, 0.9389, 0.7663], [1.8081, 1.4633, -0.7777], [0.4641, -0.4431, 1.2096], [2.4173, -1.5194, 0.0502], [1.7253, -1.0676, -1.5178], [0.8782, -2.2269, -0.4815], [-0.4760, 0.4167, -1.5848], [-2.4042, -1.1616, -1.0971], [-1.6049, -1.6001, 0.4948], [-2.4928, 1.2358, -0.3577], [-1.7062, 1.7208, 1.7133]]
}